The following is a quantum chemistry calculation of the molecule C4H9NO2 in a non-equilibrium geometry, from the OMol25 dataset.

Positions of all 16 atoms, in Å:
H (-1.51635, -0.89616, -0.59577)
H (0.93724, -1.00149, -1.28092)
N (1.30537, -0.68491, -0.39698)
H (-2.53227, 0.52836, -1.03418)
O (-2.52564, -0.08620, 0.92921)
C (0.57092, 0.14159, 0.55657)
H (0.07513, -0.57806, 1.22661)
C (2.65210, -1.02625, -0.25410)
C (-0.55668, 0.94162, -0.08423)
H (1.27587, 0.79074, 1.05326)
H (-3.10124, 0.66898, 1.07842)
H (2.84694, -1.09113, 0.85024)
H (-0.32926, 1.27829, -1.11887)
O (3.51428, -0.97301, -1.08236)
H (-0.79985, 1.85786, 0.46664)
C (-1.81655, 0.12979, -0.31354)

Force components x, y, z for each atom (eV/Å):
H -0.2459 0.4339 -0.3029
H -0.4289 0.7209 -0.1138
N 1.2439 -0.9322 -1.4432
H 0.4094 0.1561 -0.2368
O 0.0771 0.0094 -0.2685
C -0.8017 -1.3636 -0.1760
H 0.2253 0.6790 0.5969
C -1.1738 2.4031 2.2626
C -0.3523 0.6635 -1.7159
H 0.0769 0.0505 0.3272
H 0.0350 0.0178 0.0615
H 0.4764 -0.3189 -0.4700
H 0.6324 0.0248 0.5707
O 0.0210 -1.1081 -0.7255
H 0.1324 -0.2684 0.1344
C -0.3272 -1.1679 1.4994

Its HOMO energy is -9.524 eV. The frontier orbital gap comes out at 10.29 eV. The calculation puts the largest force on an atom at 0.068 Eh/bohr. For the molar mass, the calculation gives 103.12 g mol⁻¹. The multiplicity is 1. Its energy is -9878.1540 eV.

Results of the natural (NBO) charge analysis, in e, for atoms 1 through 2: 0.175, 0.392



The following is a quantum chemistry calculation of a cluster of 2 separate species, C6H12O in total in a non-equilibrium geometry, from the OMol25 dataset.

Positions of all 19 atoms, in Å:
H (0.44604, -2.53390, -0.94539)
H (-2.39238, -2.61719, 0.92886)
H (-1.26711, -3.39149, -0.28655)
H (1.21052, 1.25543, -0.54226)
C (-0.56701, -2.51780, -0.51779)
C (-0.52876, -0.05164, -0.22378)
H (-1.85938, -1.16083, 2.13596)
O (5.19119, 3.23852, -0.46138)
H (-2.46545, 0.70855, 0.83568)
C (-1.06659, -1.34646, 0.02272)
H (5.87719, 2.82484, -0.90835)
H (0.87543, -0.42583, -1.70313)
H (-0.96327, 1.95457, 0.58579)
H (-2.98855, -0.96422, 0.90405)
C (-1.55492, 1.16130, 0.26583)
H (5.56023, 3.51031, 0.35115)
C (0.58424, 0.30034, -0.94357)
C (-2.07814, -1.52423, 1.10252)
H (-2.01329, 1.57972, -0.60037)

Force components x, y, z for each atom (eV/Å):
H -0.9244 -0.4127 -0.3755
H 0.3337 1.5239 1.4940
H 1.9711 0.7378 -0.6425
H -1.7761 -2.1326 -1.9718
C -1.4212 1.1102 1.4863
C -0.7419 4.0924 -0.1297
H 0.5803 -0.9168 -0.7835
O -2.4848 0.7083 -0.0548
H 2.2583 1.6102 -0.2877
C 1.2362 -2.8650 -0.7169
H 1.9317 -1.2336 -1.4019
H 1.0210 0.2769 0.4588
H 0.6579 1.3590 1.7055
H -0.3285 -0.0605 -0.2609
C -0.1589 -3.8829 -0.3348
H 0.5452 0.5228 1.4584
C -0.2906 0.9391 2.2195
C -2.1561 -1.2796 -0.6991
H -0.2528 -0.0968 -1.1631

Its HOMO energy is -8.020 eV. The frontier orbital gap comes out at 8.48 eV. The calculation puts the largest force on an atom at 0.081 Eh/bohr. For the molar mass, the calculation gives 100.16 g mol⁻¹. The multiplicity is 1. Its energy is -8460.2682 eV.

Results of the natural (NBO) charge analysis, in e, for atoms 1 through 2: 0.212, 0.216



The following is a quantum chemistry calculation of the molecule C5H10O2, from the OMol25 dataset.

Positions of all 17 atoms, in Å:
C (-0.47541, 1.62303, 0.17037)
O (-0.05158, -1.17746, 1.12234)
H (1.50992, -2.12121, 0.16414)
H (-1.46441, -1.66461, -0.33048)
C (-0.51434, 0.30407, -0.61258)
H (1.90912, -0.61045, 1.02533)
C (0.87465, -0.29034, -0.89219)
H (-1.08286, 0.45907, -1.53651)
H (-1.93712, -0.44891, 0.89353)
O (0.06140, 1.50429, 1.46836)
H (0.83257, -0.94791, -1.76747)
H (0.13883, 2.35586, -0.36821)
H (1.62626, 0.48044, -1.09032)
H (0.00134, 0.57021, 1.73443)
C (-1.12056, -0.79896, 0.25551)
H (-1.50129, 2.02429, 0.21602)
C (1.17377, -1.10215, 0.38212)

Force components x, y, z for each atom (eV/Å):
C -0.1453 0.0891 -0.4091
O -0.0619 -0.0949 0.0249
H 0.0381 0.1250 -0.0346
H 0.0565 0.1676 0.0334
C -0.0414 -0.0089 0.0503
H -0.0558 -0.0955 -0.1034
C 0.0527 -0.0026 -0.0321
H 0.0802 -0.0103 0.1384
H 0.0127 -0.0670 -0.1186
O 0.1144 -0.1136 0.1836
H -0.0018 0.0941 0.1427
H -0.1134 -0.0819 -0.0051
H -0.1095 -0.1202 0.1015
H -0.0022 0.2341 0.0632
C -0.1628 0.0100 -0.0272
H 0.1304 -0.0525 0.0524
C 0.2091 -0.0725 -0.0604

Its HOMO energy is -9.908 eV. The frontier orbital gap comes out at 10.84 eV. The calculation puts the largest force on an atom at 0.009 Eh/bohr. For the molar mass, the calculation gives 102.13 g mol⁻¹. The multiplicity is 1. Its energy is -9441.5525 eV.

Results of the natural (NBO) charge analysis, in e, for atoms 1 through 2: -0.052, -0.548



- HOMO energy of number 2 (C6H12O)?
  -8.020 eV



- Look up the energy of the first one.
  -9878.1540 eV